Record 1
Molecular formula: C52H54N7S2W
Method: DFT, ωB97M-V/def2-TZVPD

Last column: Mulliken charge in e.
Positions of all 116 atoms, in Å:
1 W 0.24 -0.18 1.44  0.2095
2 C -2.75 4.00 -0.56  -1.1526
3 C -3.65 2.83 -0.95  -0.7631
4 C -3.31 1.61 -0.18  -0.6920
5 C -3.94 0.85 0.71  -0.8651
6 C -5.29 0.78 1.33  -1.3007
7 C -6.23 -0.09 0.49  -1.0822
8 C -2.77 -0.10 0.93  1.1362
9 C -2.60 -1.25 -0.12  -0.5189
10 C -1.70 -0.40 -1.06  0.5419
11 C -1.90 0.42 -2.35  0.3933
12 C -2.98 0.08 -3.32  -1.1200
13 C -2.76 -1.32 -3.92  -1.3708
14 C -1.04 1.48 -2.42  1.1323
15 C -0.04 1.61 -1.32  0.0134
16 C 0.66 2.70 -0.76  -0.7125
17 C 1.68 2.42 0.18  -1.2244
18 N 1.79 1.18 0.75  0.8282
19 C 3.11 0.97 1.10  0.8310
20 C 3.64 -0.32 1.01  -1.7221
21 C 2.88 -1.32 0.31  -0.1943
22 N 1.53 -1.22 0.33  0.9657
23 C 0.99 -1.68 -0.85  -0.7358
24 C -0.16 -0.76 -1.32  -0.2591
25 C -1.98 0.84 -0.10  1.2060
26 N -1.56 0.62 1.20  -0.4195
27 C 2.04 -2.23 -1.60  0.7332
28 C 3.23 -2.07 -0.85  0.8951
29 C 4.59 -2.57 -1.21  -1.1273
30 C 4.74 -4.05 -0.85  -1.2906
31 C 1.93 -2.76 -2.99  -1.3750
32 C 2.26 -1.68 -4.02  -1.0675
33 C 3.79 2.25 1.03  0.7562
34 C 2.91 3.13 0.45  0.5448
35 C 3.14 4.56 0.08  -1.2923
36 C 3.74 4.71 -1.32  -0.9762
37 C 5.18 2.51 1.50  -1.2585
38 C 6.24 2.17 0.45  -0.9000
39 N 0.34 0.46 -0.78  -1.0595
40 C -0.98 2.45 -3.57  -1.4058
41 C -0.12 1.88 -4.70  -1.2919
42 H -2.96 4.87 -1.18  0.4884
43 H -1.71 3.72 -0.68  0.0725
44 H -2.91 4.27 0.48  0.3413
45 H -3.53 2.64 -2.02  0.0890
46 H -4.70 3.08 -0.77  0.5108
47 H -5.71 1.79 1.41  0.4841
48 H -5.21 0.35 2.33  0.2858
49 H -6.35 0.34 -0.51  0.2542
50 H -7.21 -0.16 0.95  0.4670
51 H -5.82 -1.09 0.38  0.1531
52 H -3.57 -1.50 -0.55  1.8238
53 H -3.02 0.81 -4.13  0.5494
54 H -3.94 0.08 -2.80  0.2365
55 H -1.79 -1.39 -4.40  0.2219
56 H -3.52 -1.53 -4.67  0.5454
57 H -2.82 -2.07 -3.14  0.2321
58 H 0.54 3.71 -1.13  0.6312
59 H 4.70 -0.47 1.18  0.8838
60 H -0.09 -0.83 -2.42  0.0820
61 H 5.34 -1.99 -0.67  0.2615
62 H 4.77 -2.44 -2.28  0.3328
63 H 4.61 -4.19 0.22  0.2757
64 H 5.72 -4.42 -1.14  0.4373
65 H 3.97 -4.64 -1.36  0.2992
66 H 0.90 -3.10 -3.15  0.3434
67 H 2.60 -3.61 -3.13  0.4456
68 H 1.63 -0.81 -3.87  0.1106
69 H 2.10 -2.05 -5.03  0.4201
70 H 3.29 -1.36 -3.92  0.3107
71 H 3.80 5.02 0.81  0.4634
72 H 2.18 5.09 0.11  0.3574
73 H 4.73 4.25 -1.35  0.1666
74 H 3.85 5.76 -1.58  0.4013
75 H 3.11 4.23 -2.06  0.2314
76 H 5.37 1.93 2.40  0.3079
77 H 5.26 3.57 1.76  0.4134
78 H 6.13 1.14 0.12  0.1568
79 H 7.24 2.30 0.86  0.4022
80 H 6.14 2.81 -0.42  0.1988
81 H -0.53 3.38 -3.22  0.4066
82 H -1.97 2.69 -3.94  0.5173
83 H 0.87 1.63 -4.34  0.2455
84 H -0.01 2.60 -5.51  0.5457
85 H -0.58 0.98 -5.11  0.1934
86 S 1.52 -1.63 3.22  -0.5472
87 C 1.97 -0.18 4.03  1.2671
88 S 1.22 1.27 3.45  -0.4870
89 C 2.87 -0.17 5.07  0.9443
90 C 3.49 -1.36 5.51  -0.0604
91 N 4.03 -2.30 5.88  -0.6125
92 C 3.27 1.00 5.73  -0.1440
93 N 3.63 1.93 6.29  -0.6366
94 N -0.64 -2.42 0.94  -0.0358
95 C -2.07 -2.54 0.62  1.2212
96 C -2.34 -3.70 -0.30  -1.2474
97 C -3.46 -4.44 -0.17  -0.6043
98 C -4.32 -4.25 0.94  -1.5177
99 C -3.93 -3.43 1.98  -0.5081
100 C -2.77 -2.67 1.95  -0.2424
101 C -2.27 -1.93 3.10  0.3798
102 C -2.83 -2.27 4.35  -1.0687
103 C -2.74 -1.45 5.45  -0.7764
104 C -2.16 -0.20 5.28  -1.3646
105 C -1.49 0.07 4.10  -0.7437
106 C -1.33 -0.83 3.03  1.6631
107 H -0.09 -2.89 0.22  0.4822
108 H -0.47 -2.92 1.82  0.7818
109 H -1.66 -3.83 -1.13  0.2314
110 H -3.70 -5.21 -0.89  0.4426
111 H -5.24 -4.81 1.00  0.3509
112 H -4.55 -3.41 2.86  0.4252
113 H -3.36 -3.21 4.46  0.5202
114 H -3.17 -1.74 6.40  0.4065
115 H -2.18 0.53 6.07  0.4429
116 H -1.06 1.06 4.03  0.4317

Values from the calculation:
Total charge: -1
LUMO level (alpha / beta) (hartree): 0.0238 / 0.0238

=====

Record 2
Molecular formula: C11H19BN5O5S
Method: DFT, ωB97M-V/def2-TZVPD

Last column: natural (NBO) charge in e.
Positions of all 42 atoms, in Å:
1 C 3.66 -1.56 1.01  -0.4273
2 N 3.86 -0.43 0.02  -0.7876
3 C 5.29 -0.34 -0.49  -0.4189
4 B 3.39 0.92 0.59  1.2814
5 O 4.18 1.49 1.70  -0.9288
6 N 2.18 1.55 -0.07  -0.7493
7 C 1.34 0.45 -0.74  -0.2170
8 C -0.15 0.95 -1.20  -0.2846
9 C -1.33 -0.08 -0.61  0.1672
10 C -2.60 0.42 0.26  -0.3042
11 C -3.83 -0.54 0.86  -0.1394
12 C -3.55 -2.15 0.48  -0.2036
13 C -2.19 -2.44 -0.36  0.0110
14 N -1.15 -1.53 -0.90  -0.4936
15 C -0.48 2.52 -0.92  -0.2312
16 N 0.12 3.10 0.34  -0.6722
17 C 1.23 2.19 0.91  0.6136
18 N 1.21 2.02 2.28  -0.8710
19 H 3.00 -2.38 0.44  0.2105
20 H 4.64 -2.10 1.34  0.2042
21 H 3.01 -1.21 1.93  0.1950
22 H 5.98 -1.24 -0.14  0.2035
23 H 5.80 0.70 -0.28  0.1925
24 H 5.23 -0.43 -1.68  0.1955
25 H 4.41 2.42 1.43  0.4923
26 H 1.20 -0.39 0.11  0.2111
27 H 1.86 -0.04 -1.66  0.2490
28 H -0.20 0.80 -2.39  0.2505
29 H -2.68 1.58 0.50  0.2112
30 H -4.76 -0.15 1.45  0.2673
31 H -4.29 -3.00 0.84  0.2886
32 H -2.00 -3.61 -0.58  0.2132
33 H 0.01 3.13 -1.83  0.1858
34 H -1.63 2.80 -0.97  0.2410
35 H 0.65 3.97 0.04  0.3714
36 H 1.39 2.84 2.92  0.4124
37 H 0.95 1.10 2.71  0.4221
38 O -6.84 -1.60 -0.16  -1.0401
39 S -6.76 -2.26 -1.47  2.5487
40 O -8.11 -2.49 -1.99  -0.9300
41 O -6.06 -3.55 -1.32  -1.0179
42 O -6.01 -1.41 -2.41  -0.9221

Values from the calculation:
Total charge: -1
LUMO level (hartree): -0.0456

=====

Record 3
Molecular formula: H16O8
Method: DFT, ωB97M-V/def2-TZVPD

Last column: natural (NBO) charge in e.
Positions of all 24 atoms, in Å:
1 O 0.44 -0.44 1.15  -0.9528
2 H 0.56 -0.55 0.20  0.4831
3 H 0.01 0.42 1.22  0.4669
4 O 1.41 4.54 -0.65  -0.9283
5 H 0.75 4.19 -0.03  0.4537
6 H 1.36 5.49 -0.53  0.4738
7 O -0.16 -1.87 -2.46  -0.9431
8 H 0.10 -2.74 -2.78  0.4765
9 H -1.12 -1.93 -2.38  0.4706
10 O -1.51 -1.85 5.43  -0.9431
11 H -1.37 -2.34 6.25  0.4640
12 H -0.79 -2.14 4.87  0.4791
13 O 3.45 0.89 -1.38  -0.9286
14 H 3.28 1.26 -0.50  0.4602
15 H 4.12 0.22 -1.22  0.4687
16 O -1.29 -0.11 -4.70  -0.9485
17 H -2.12 0.12 -4.27  0.4581
18 H -0.71 -0.34 -3.97  0.4865
19 O 0.27 1.65 -0.59  -0.9273
20 H -0.38 2.33 -0.37  0.4604
21 H 1.09 1.97 -0.19  0.4696
22 O -2.09 -2.83 2.37  -0.9327
23 H -2.43 -3.61 1.91  0.4629
24 H -2.88 -2.34 2.62  0.4702

Values from the calculation:
SMILES string: O.O.O.O.O.O.O.O
Total charge: 0
LUMO level (hartree): 0.0071
Energy relative to the best compared isomer or geometry (same formula, charge and spin) (kcal per mole): 68.5